No. 1
Computed, not measured: a 3-piece molecular cluster, C9H24O9S3 overall at a distorted geometry, with wB97M-V/def2-TZVPD.

orbital gap = 11.174 eV
relative energy (zero: lowest compared OMol25 entry of this formula, charge and spin) = 189.6 kJ/mol
SMILES string = CCOS(C)(=O)=O.CCOS(C)(=O)=O.CCOS(C)(=O)=O
total charge = 0

```
45
Properties=species:S:1:pos:R:3:forces:R:3
C -0.9680 2.3957 -6.3574 -0.39 -0.95 0.82
C 0.3787 1.9787 -5.7632 -0.61 0.09 -1.42
O 0.3194 2.1621 -4.3626 1.73 1.18 0.73
S 1.6690 2.7838 -3.6538 -1.27 1.05 0.53
C 2.8035 1.2871 -3.7172 -0.34 0.19 0.38
O 2.2243 3.9043 -4.4599 -1.09 -2.86 1.82
O 1.1238 3.0180 -2.2967 2.08 -0.58 -2.70
H -1.6857 1.6847 -5.9482 -0.33 -0.08 -0.33
H -0.9824 2.3480 -7.4462 0.08 0.03 0.10
H -1.3271 3.3579 -5.9923 0.50 0.20 -0.17
H 0.5838 0.9152 -5.8855 -0.09 -0.04 -0.53
H 1.1240 2.5637 -6.3020 0.51 0.07 0.66
H 3.0566 0.8574 -4.6864 -0.24 0.98 -0.50
H 2.3206 0.4339 -3.2408 -0.32 0.48 0.54
H 3.7364 1.5228 -3.2052 -0.22 0.23 0.07
C -1.4729 -2.4486 -1.3439 1.69 -1.19 -1.58
C -0.5688 -3.7333 -1.5580 -1.06 -0.46 1.62
O -0.2886 -4.1049 -2.9269 1.18 0.27 -0.69
S 1.0333 -5.0744 -3.0978 -1.18 -0.61 -0.25
C 0.7372 -5.6908 -4.7663 -0.14 0.45 1.56
O 2.2020 -4.2405 -3.1592 -0.26 -0.43 0.71
O 0.8514 -6.1945 -2.1845 0.73 1.45 -0.61
H -1.9687 -2.4025 -0.3743 0.04 -0.43 -0.18
H -2.1582 -2.4647 -2.1914 -0.35 0.37 0.31
H -0.7990 -1.5959 -1.4278 -0.29 0.22 -0.09
H 0.3415 -3.6449 -0.9650 0.21 0.12 -0.27
H -1.0713 -4.6313 -1.1986 -0.21 0.22 0.49
H 0.7889 -4.7908 -5.3790 -0.32 -0.46 -0.33
H -0.2164 -6.2029 -4.6375 -0.08 0.24 -0.70
H 1.5194 -6.4220 -4.9704 0.05 0.26 0.00
C -1.8685 2.3503 9.5402 -1.00 0.48 -1.54
C -1.7132 1.3104 8.4264 -1.11 -1.50 2.13
O -0.5874 1.5336 7.6685 1.69 0.49 -1.31
S -0.5886 2.8466 6.7534 -0.32 0.05 -1.63
C 0.6023 2.1207 5.5507 -0.10 0.52 0.64
O -1.8983 3.0820 6.1423 1.75 -0.73 0.93
O 0.0034 3.9243 7.4978 0.00 -0.50 -0.49
H -0.9315 2.9056 9.5800 -0.20 -0.01 0.45
H -2.1901 1.9388 10.4970 0.16 0.01 -0.18
H -2.6475 2.9826 9.1142 0.01 0.73 0.76
H -1.5740 0.3899 8.9935 0.40 -0.49 -0.69
H -2.5092 1.1278 7.7045 -0.62 0.46 0.54
H 0.1879 1.2980 4.9680 -0.41 0.26 0.23
H 1.4080 1.7250 6.1691 -0.01 0.13 0.00
H 1.0000 2.8931 4.8925 -0.24 0.09 0.15
```
Positions in Å, forces in eV/Å.

---

No. 2
Computed, not measured: a 2-piece molecular cluster, C9H25BClN3O2 overall at a distorted geometry, with wB97M-V/def2-TZVPD.

orbital gap = 4.069 eV
total charge = 0

```
41
Properties=species:S:1:pos:R:3:forces:R:3
C 0.0532 1.6032 1.6397 -0.26 0.10 0.00
C -0.4611 0.8891 0.3926 0.20 0.22 -0.11
C 0.0449 -0.5245 0.2896 0.08 -0.04 -0.02
Cl 1.8234 -0.5675 0.0742 0.00 -0.03 0.00
N -0.4875 -1.2534 -0.9123 -0.48 -0.12 0.09
C -1.9932 -1.4533 -0.8705 0.02 -0.14 -0.16
C -2.5321 -2.1386 0.3938 -0.18 0.10 0.03
N -3.3879 -1.2936 1.2247 0.31 0.22 0.08
B 0.2935 -2.5986 -1.1895 -0.02 -0.15 0.00
O 0.3614 -3.5004 -0.1829 0.44 -0.06 -0.13
N 0.7755 -2.8484 -2.4860 -0.02 1.02 0.01
C 0.2620 -2.0368 -3.5885 0.19 0.07 -0.04
C 2.2216 -3.0997 -2.6126 -0.15 -0.73 -0.03
H 0.0801 2.6879 1.5244 0.05 0.02 0.18
H 1.0618 1.3137 1.9233 0.03 0.00 -0.04
H -0.6099 1.4503 2.4906 0.10 -0.10 0.06
H -1.5532 0.8871 0.4004 -0.01 -0.09 0.01
H -0.1501 1.4218 -0.5152 0.03 -0.04 -0.01
H -0.1713 -1.1149 1.1758 -0.07 0.04 0.02
H -0.3081 -0.6187 -1.6926 0.05 -0.05 -0.04
H -2.2339 -2.0477 -1.7520 0.07 -0.02 -0.01
H -2.4501 -0.4766 -1.0181 0.00 0.00 0.07
H -3.1016 -3.0114 0.0695 0.01 -0.01 -0.02
H -1.7127 -2.5282 0.9947 -0.01 -0.11 -0.04
H -3.5949 -0.4027 0.7919 -0.16 -0.08 -0.08
H -2.9523 -1.0696 2.1098 -0.02 -0.07 0.05
H 0.6525 -3.2112 0.6831 -0.10 0.06 0.24
H 0.7066 -1.0321 -3.6302 0.03 -0.01 0.04
H -0.8219 -1.9412 -3.5331 -0.02 -0.04 -0.05
H 0.5047 -2.5198 -4.5339 -0.09 -0.05 0.00
H 2.4985 -3.9878 -2.0473 0.01 0.07 0.09
H 2.8139 -2.2503 -2.2673 -0.01 0.05 -0.06
H 2.4523 -3.2973 -3.6584 0.02 0.02 0.00
C 1.8024 5.2103 1.8488 0.01 0.01 0.00
C 1.1753 4.9320 3.2333 0.07 0.16 0.10
O 0.5878 3.7238 3.3338 -0.08 -0.10 -0.21
H 1.0281 5.1585 1.0743 0.01 -0.03 -0.01
H 2.2733 6.2002 1.7976 0.00 0.01 0.00
H 2.5634 4.4536 1.6287 -0.03 -0.02 -0.02
H 0.4823 5.7941 3.4235 -0.02 -0.04 0.00
H 2.0031 5.0987 3.9723 -0.01 -0.03 -0.01
```
Positions in Å, forces in eV/Å.